(1)
This record from the Open Molecules 2025 dataset describes a 5-piece molecular cluster, C64H144NO3P4 overall. The level of theory is wB97M-V/def2-TZVPD.

```
216
Properties=species:S:1:pos:R:3:mulliken_spin:R:1
C -2.0939 -10.0679 13.7842 -0.0189
C -2.2961 -11.4828 14.2608 0.0041
C -1.8865 -12.4703 13.1684 0.0022
C -0.3195 -12.4036 12.8131 0.0080
P 0.4750 -13.9691 12.0735 0.0036
C 0.9506 -15.0029 13.6215 -0.0050
C -0.0356 -15.2625 14.7277 -0.0001
C 0.0123 -14.2124 15.8376 -0.0031
C -0.7386 -14.5711 17.1756 0.0005
C 2.0604 -13.5553 11.2952 0.0008
C 3.0986 -12.7730 12.1963 -0.0210
C 4.4458 -12.4366 11.5928 0.0057
C 4.2459 -11.4673 10.3261 0.0036
C -0.4759 -15.0102 10.8904 -0.0006
C -1.8739 -15.4937 11.3357 -0.0003
C -2.6786 -15.8885 10.0810 -0.0002
C -2.0861 -17.1813 9.4868 0.0001
H -2.8337 -9.9300 12.9957 -0.0021
H -1.1132 -9.7903 13.3980 0.0123
H -2.2155 -9.4208 14.6529 0.0009
H -3.3222 -11.5782 14.6158 0.0006
H -1.5759 -11.5642 15.0750 -0.0019
H -2.4886 -12.3419 12.2689 -0.0001
H -2.1588 -13.4902 13.4401 0.0001
H 0.3569 -12.1439 13.6275 0.0052
H -0.1797 -11.7782 11.9314 -0.0096
H 1.9089 -14.6255 13.9784 0.0031
H 1.1922 -15.9541 13.1472 0.0011
H 0.1675 -16.2418 15.1611 0.0002
H -0.9919 -15.4541 14.2411 0.0002
H -0.1393 -13.2432 15.3623 -0.0011
H 1.0574 -14.0903 16.1218 0.0003
H -1.7441 -14.8481 16.8588 0.0001
H -0.9916 -13.7617 17.8605 -0.0001
H -0.3580 -15.3746 17.8061 0.0000
H 1.7096 -12.9017 10.4966 0.0033
H 2.3656 -14.5004 10.8459 0.0004
H 3.2460 -13.3992 13.0762 -0.0125
H 2.6282 -11.8261 12.4610 0.0103
H 4.8745 -13.3440 11.1673 -0.0004
H 5.0750 -11.9895 12.3624 0.0065
H 3.5787 -11.9248 9.5956 0.0007
H 5.2006 -11.1037 9.9462 -0.0018
H 3.7490 -10.5265 10.5633 0.0054
H 0.1111 -15.9214 10.7751 0.0004
H -0.4850 -14.5642 9.8959 0.0000
H -2.3784 -14.6936 11.8773 0.0001
H -1.8617 -16.2969 12.0724 0.0001
H -2.5612 -15.0183 9.4353 -0.0001
H -3.7276 -16.0765 10.3099 0.0000
H -2.4159 -17.8498 10.2820 0.0000
H -1.0040 -17.1482 9.3604 0.0000
H -2.6045 -17.5158 8.5882 0.0000
C 3.9025 -16.9253 11.6435 0.0001
C 5.0967 -16.7856 12.6174 0.0005
C 4.7331 -15.9596 13.8892 -0.0035
C 5.5565 -16.1383 15.1063 0.0013
P 4.9327 -16.9993 16.6244 0.0003
C 4.0507 -18.5349 16.0491 0.0001
C 2.7073 -18.4276 15.4670 0.0005
C 1.8953 -19.7888 15.4216 0.0000
C 2.4619 -20.8017 14.3851 0.0000
C 6.4154 -17.2653 17.6272 0.0000
C 7.1373 -15.9746 18.1957 0.0000
C 8.6423 -16.1531 18.5002 -0.0002
C 9.5052 -16.3366 17.2515 0.0000
C 3.9304 -15.7555 17.4284 -0.0020
C 3.2739 -16.2283 18.7915 0.0007
C 4.0825 -16.3733 20.1235 -0.0001
C 4.2623 -14.9371 20.7252 0.0015
H 2.9101 -16.8310 12.0844 0.0003
H 4.0217 -17.8512 11.0807 -0.0002
H 3.9783 -16.0516 10.9962 0.0002
H 6.0659 -16.4408 12.2571 -0.0002
H 5.3185 -17.7678 13.0348 0.0000
H 3.6707 -16.1134 14.0783 0.0000
H 4.7826 -14.9649 13.4464 0.0001
H 6.1511 -15.2686 15.3858 -0.0007
H 6.2810 -16.9158 14.8642 0.0003
H 3.9996 -19.0792 16.9920 0.0000
H 4.7430 -19.0955 15.4210 0.0000
H 2.6388 -18.0224 14.4574 0.0000
H 2.2364 -17.6434 16.0599 -0.0002
H 0.9009 -19.5045 15.0777 0.0000
H 1.8025 -20.3431 16.3556 0.0000
H 2.6632 -20.3083 13.4342 0.0000
H 1.7508 -21.5811 14.1114 0.0000
H 3.3650 -21.3178 14.7108 0.0000
H 7.0316 -17.8395 16.9353 0.0000
H 6.2907 -18.0035 18.4195 0.0000
H 6.7769 -15.7577 19.2012 0.0002
H 6.8207 -15.1615 17.5425 0.0001
H 8.8794 -16.9773 19.1730 0.0000
H 8.8974 -15.2347 19.0288 0.0000
H 9.4598 -15.5218 16.5288 0.0000
H 9.3166 -17.2511 16.6892 0.0000
H 10.5186 -16.6058 17.5493 0.0000
H 3.1115 -15.4652 16.7702 -0.0019
H 4.4265 -14.7888 17.5153 0.0001
H 2.8129 -17.1951 18.5893 -0.0001
H 2.3750 -15.7033 19.1147 0.0002
H 5.0443 -16.8832 20.1802 0.0000
H 3.5814 -17.1168 20.7433 0.0000
H 4.3790 -14.1269 20.0054 -0.0005
H 4.9320 -14.8679 21.5823 0.0001
H 3.3881 -14.7583 21.3513 0.0001
C 9.5722 -12.3755 17.6013 -0.0025
C 8.9810 -11.7621 18.8374 0.0006
C 7.7174 -12.5356 19.3454 -0.0013
C 6.3962 -11.9791 18.9960 0.0024
P 5.4837 -10.6883 19.8964 -0.0266
C 5.7387 -9.0503 19.0167 0.0598
C 4.9513 -7.8187 19.6031 -0.0522
C 3.5776 -7.5197 18.8455 -0.0320
C 3.0409 -6.1064 19.2319 0.0519
C 3.7225 -11.2341 20.0614 0.0041
C 2.8775 -11.6001 18.8308 -0.0177
C 1.5476 -12.2727 19.3868 0.0004
C 0.3946 -11.2241 19.4293 -0.0035
C 6.2025 -10.6925 21.5668 0.0001
C 5.6825 -9.7027 22.5328 0.0005
C 6.3822 -9.6910 23.8801 -0.0003
C 7.7609 -9.2302 23.7077 -0.0011
H 8.8387 -12.5985 16.8264 0.0016
H 9.9348 -13.3821 17.8097 0.0001
H 10.4145 -11.8214 17.1869 -0.0007
H 8.7058 -10.7513 18.5362 0.0015
H 9.6957 -11.3734 19.5629 0.0021
H 7.8767 -12.5661 20.4233 -0.0003
H 7.8264 -13.5745 19.0342 -0.0004
H 5.6434 -12.7673 19.0093 0.0000
H 6.3407 -11.5535 17.9941 0.0055
H 5.4955 -9.1412 17.9581 0.0068
H 6.8078 -8.8389 19.0347 -0.0008
H 5.6129 -6.9526 19.5870 0.0072
H 4.6720 -8.0193 20.6374 0.0055
H 2.8058 -8.2569 19.0667 0.0430
H 3.7956 -7.5226 17.7775 0.0930
H 3.7423 -5.3967 19.6706 0.0014
H 2.1294 -6.1413 19.8285 -0.0060
H 2.8636 -5.4830 18.3555 -0.0512
H 3.1134 -10.4890 20.5731 0.0054
H 3.7271 -12.0488 20.7855 0.0049
H 3.2000 -12.1923 17.9744 -0.0002
H 2.6648 -10.6637 18.3149 0.0077
H 1.7319 -12.6307 20.3997 0.0021
H 1.2930 -13.0285 18.6438 -0.0006
H 0.4280 -10.5314 20.2702 -0.0013
H -0.6393 -11.5537 19.3269 0.0006
H 0.5670 -10.5630 18.5800 0.0036
H 7.2477 -10.4824 21.3397 -0.0013
H 6.2525 -11.7057 21.9655 0.0023
H 4.6203 -9.9234 22.6386 0.0018
H 5.8164 -8.7228 22.0746 0.0007
H 6.1544 -10.7205 24.1566 0.0003
H 5.7580 -9.0332 24.4849 0.0000
H 7.9942 -8.8624 22.7085 0.0009
H 8.3252 -10.1170 23.9962 0.0000
H 8.0731 -8.4706 24.4245 -0.0002
C 1.2653 -8.5574 13.7098 0.1539
C 2.6872 -8.3970 12.9622 -0.0507
C 3.4847 -7.1669 13.3795 -0.0852
C 2.6651 -5.7808 13.1515 0.2465
P 3.0490 -4.5721 14.5858 -0.0039
C 1.6664 -4.6916 15.8925 0.0881
C 1.1363 -6.1683 16.0837 -0.0588
C 0.1502 -6.4065 17.2684 0.0147
C -0.5781 -7.7541 17.3133 0.0068
C 3.2086 -2.7447 14.1241 0.2366
C 2.2922 -1.7686 14.8475 0.0526
C 2.4209 -0.2550 14.3527 -0.0218
C 1.6250 0.7279 15.2448 -0.0018
C 4.4988 -4.9870 15.6615 -0.3892
C 5.0500 -3.7893 16.5225 0.0063
C 6.0330 -4.1891 17.6926 0.0017
C 6.8372 -3.0314 18.2521 0.0091
H 1.5028 -8.5682 14.7735 0.0101
H 1.0177 -9.5793 13.4223 -0.0108
H 0.5981 -7.7465 13.4175 -0.0517
H 2.6145 -8.3376 11.8762 -0.0495
H 3.3267 -9.2589 13.1522 0.0764
H 4.4645 -7.1862 12.9022 -0.1762
H 3.4829 -7.3564 14.4529 0.2198
H 1.5889 -5.8850 13.0134 0.1417
H 2.8990 -5.3734 12.1679 -0.0795
H 0.8137 -4.0540 15.6594 0.0024
H 2.1740 -4.2062 16.7261 -0.0411
H 2.0370 -6.7553 16.2633 0.0247
H 0.6630 -6.4960 15.1582 -0.0042
H -0.7015 -5.7264 17.2548 -0.0006
H 0.6705 -6.3212 18.2224 -0.0040
H -1.3155 -7.9536 16.5358 -0.0019
H -0.8956 -7.9720 18.3331 -0.0009
H 0.0497 -8.6437 17.2613 -0.0012
H 2.9226 -2.7956 13.0736 0.0581
H 4.2659 -2.5241 14.2713 -0.0678
H 2.3030 -1.7772 15.9374 0.0436
H 1.2421 -2.0486 14.7643 0.0081
H 1.9974 -0.2325 13.3485 0.0063
H 3.4474 0.1050 14.2832 0.0004
H 1.5164 1.6966 14.7570 0.0007
H 2.2056 0.7680 16.1665 0.0017
H 0.6143 0.4061 15.4960 -0.0005
H 5.2774 -5.3060 14.9685 -0.0612
H 4.3784 -5.9428 16.1714 0.7649
H 4.2053 -3.3206 17.0274 -0.0459
H 5.5658 -3.0076 15.9649 -0.0174
H 6.6565 -5.0023 17.3209 -0.0049
H 5.5758 -4.8068 18.4656 -0.0208
H 7.1285 -2.2343 17.5682 0.0016
H 7.6892 -3.4018 18.8222 0.0012
H 6.1979 -2.5418 18.9869 -0.0023
N 3.9098 -11.5000 15.5266 0.1026
O 4.1942 -12.7189 15.4424 -0.0672
O 2.7932 -11.0412 15.4539 -0.0447
O 4.8730 -10.7672 15.6315 -0.0308
```

Calculated values
Frontier orbital gap (alpha / beta) ... 1.701 / 8.440 eV
E_HOMO (alpha / beta) ... -5.1 / -11.8 eV
2S+1 ... 2
Energy relative to the best compared isomer or geometry (same formula, charge and spin) ... 163.6 kJ/mol
Strongest force on any atom ... 0.0669 hartree/bohr
Energy ... -4169.8878 Ha
Net charge ... +2


(2)
This record from the Open Molecules 2025 dataset describes a 5-piece molecular cluster, H12NO4 overall. The level of theory is wB97M-V/def2-TZVPD.

```
17
Properties=species:S:1:pos:R:3:nbo_charge:R:1
N -0.5336 0.3113 0.5025 -0.9072
H -0.4156 -0.4885 -0.1311 0.4672
H -1.2672 -0.0083 1.1450 0.4608
H 0.3409 0.5096 1.0309 0.4728
H -0.8125 1.1385 -0.0327 0.4287
H 1.3164 -0.2038 -4.5963 0.4834
H 1.8562 1.0466 -3.9276 0.4871
O 1.2821 0.2716 -3.7658 -0.9666
H -3.2514 -0.4528 3.0118 0.5026
H -3.3918 -0.3057 1.5902 0.4786
O -2.6855 -0.4093 2.2523 -0.9595
H 1.3587 1.9213 2.3724 0.4902
H 2.1760 0.7256 2.9231 0.5120
O 1.4722 0.9723 2.3248 -0.9698
H 1.1399 -1.1678 -2.0424 0.5044
H 0.5601 -2.3717 -1.4590 0.4851
O 0.8553 -1.4888 -1.1981 -0.9698
```

Calculated values
Frontier orbital gap ... 11.965 eV
E_HOMO ... -14.9 eV
Energy relative to the best compared isomer or geometry (same formula, charge and spin) ... 53.5 kJ/mol
Strongest force on any atom ... 0.0306 hartree/bohr
Energy ... -362.6974 Ha
Net charge ... +1


- The highest net charge belongs to which entry?
  C64H144NO3P4